Entry from the Open Molecules 2025 dataset: a 22-piece molecular cluster, C44H132O44 overall at a distorted geometry (ωB97M-V with the def2-TZVPD basis set).

Structure (XYZ):
```
220
Properties=species:S:1:pos:R:3
C -4.30 -4.08 -5.11
C -5.59 -4.40 -4.39
O -6.67 -4.63 -5.26
O -3.29 -3.75 -4.13
H -4.48 -3.31 -5.85
H -3.94 -5.00 -5.60
H -5.76 -3.54 -3.77
H -5.41 -5.16 -3.62
H -6.54 -5.53 -5.67
H -2.54 -3.40 -4.65
C -0.26 1.22 5.15
C -1.50 0.34 5.00
O -2.51 1.04 4.32
O 0.42 1.37 3.88
H 0.42 0.71 5.81
H -0.51 2.24 5.54
H -1.83 -0.06 5.98
H -1.21 -0.67 4.52
H -2.21 1.92 4.20
H -0.03 2.09 3.46
C -2.87 -4.16 2.34
C -1.56 -4.62 1.81
O -1.18 -3.86 0.66
O -2.57 -2.93 3.07
H -3.31 -4.91 3.00
H -3.56 -3.90 1.55
H -1.59 -5.68 1.47
H -0.78 -4.51 2.62
H -1.61 -4.31 -0.12
H -2.34 -2.27 2.38
C -2.11 4.52 -3.36
C -1.66 5.69 -2.41
O -0.90 5.25 -1.29
O -1.03 4.04 -4.02
H -2.74 4.97 -4.13
H -2.73 3.81 -2.81
H -2.59 6.14 -1.97
H -1.14 6.42 -3.07
H 0.07 4.99 -1.44
H -0.43 3.38 -3.54
C -0.69 5.11 3.43
C 0.56 5.34 2.66
O 0.46 5.18 1.20
O -1.14 3.75 3.38
H -1.50 5.73 2.99
H -0.66 5.55 4.43
H 1.40 4.59 3.01
H 0.94 6.39 2.79
H 0.09 6.03 0.82
H -1.53 3.70 2.53
C 7.16 1.78 -0.56
C 6.58 1.22 -1.78
O 5.36 1.84 -2.08
O 6.24 1.47 0.51
H 7.29 2.89 -0.70
H 8.09 1.33 -0.33
H 6.47 0.13 -1.70
H 7.13 1.29 -2.69
H 4.91 2.11 -1.25
H 5.83 2.30 0.90
C -1.56 -5.90 -2.47
C -1.99 -7.19 -1.82
O -1.52 -8.33 -2.54
O -2.27 -4.89 -1.77
H -1.90 -5.95 -3.51
H -0.52 -5.75 -2.42
H -3.04 -7.25 -1.91
H -1.60 -7.13 -0.76
H -2.31 -8.82 -2.68
H -2.82 -4.34 -2.39
C 6.88 -1.04 2.51
C 7.47 -0.17 3.56
O 7.27 1.17 3.27
O 5.57 -0.70 2.13
H 6.88 -2.08 2.83
H 7.68 -0.93 1.72
H 8.52 -0.51 3.63
H 7.04 -0.41 4.52
H 7.09 1.25 2.36
H 5.65 0.06 1.55
C 1.92 -2.61 -0.78
C 2.73 -1.41 -0.38
O 2.36 -0.23 -1.21
O 2.26 -3.10 -2.09
H 0.84 -2.40 -0.85
H 2.09 -3.42 -0.12
H 3.75 -1.62 -0.64
H 2.76 -1.16 0.69
H 1.38 -0.18 -1.37
H 2.85 -2.45 -2.51
C -3.14 3.41 0.31
C -3.85 2.39 1.06
O -4.64 1.56 0.24
O -1.95 3.89 0.92
H -3.81 4.27 0.27
H -3.06 3.00 -0.73
H -4.53 2.91 1.78
H -3.16 1.75 1.61
H -5.05 0.88 0.81
H -1.37 4.40 0.30
C 3.50 7.14 0.86
C 2.94 7.63 -0.49
O 1.54 7.55 -0.59
O 3.60 5.71 1.05
H 2.80 7.56 1.60
H 4.48 7.51 0.93
H 3.48 7.15 -1.32
H 3.23 8.71 -0.54
H 1.26 6.74 -1.11
H 2.72 5.29 0.85
C -2.16 0.50 -4.48
C -1.88 1.06 -5.84
O -2.09 0.12 -6.88
O -1.08 -0.28 -3.97
H -3.11 -0.05 -4.56
H -2.32 1.32 -3.74
H -0.87 1.42 -5.95
H -2.51 1.94 -6.07
H -2.93 0.24 -7.31
H -1.09 -1.20 -4.32
C -4.06 -3.53 6.08
C -4.37 -4.30 7.32
O -5.71 -3.95 7.66
O -2.66 -3.51 5.78
H -4.45 -2.50 6.19
H -4.67 -3.79 5.21
H -3.60 -4.01 8.10
H -4.30 -5.34 7.10
H -5.81 -3.62 8.57
H -2.65 -3.44 4.79
C 4.63 -0.39 5.78
C 3.28 0.26 5.97
O 2.29 -0.61 6.38
O 4.71 -1.27 4.64
H 4.93 -0.93 6.70
H 5.36 0.41 5.69
H 2.96 0.79 5.06
H 3.30 1.06 6.69
H 2.32 -1.48 6.00
H 4.59 -0.76 3.80
C -1.00 -0.18 0.95
C -1.07 0.50 -0.41
O -0.36 -0.32 -1.33
O -1.72 -1.40 0.99
H -1.47 0.53 1.60
H 0.05 -0.27 1.25
H -0.55 1.43 -0.40
H -2.06 0.64 -0.76
H -0.68 -0.26 -2.24
H -1.21 -2.20 0.83
C 2.33 -3.30 3.34
C 1.24 -2.34 3.02
O 1.81 -1.09 2.92
O 2.77 -3.24 4.70
H 3.09 -3.08 2.65
H 2.06 -4.39 3.13
H 0.36 -2.48 3.70
H 0.85 -2.69 1.99
H 1.21 -0.31 2.99
H 3.47 -2.49 4.71
C 0.44 -3.39 -5.21
C -0.17 -2.60 -6.33
O -1.56 -2.67 -6.28
O -0.14 -2.94 -3.95
H 1.53 -3.26 -5.34
H 0.19 -4.45 -5.39
H 0.33 -2.98 -7.26
H 0.26 -1.53 -6.29
H -1.91 -1.95 -6.78
H 0.49 -3.13 -3.28
C 2.99 -0.66 -4.74
C 3.47 -0.41 -6.17
O 2.53 -0.79 -7.14
O 1.79 0.13 -4.63
H 3.65 -0.44 -3.93
H 2.72 -1.75 -4.63
H 4.45 -0.87 -6.39
H 3.63 0.64 -6.33
H 1.91 -0.06 -7.22
H 0.99 -0.37 -4.90
C 2.11 4.49 -3.15
C 2.19 3.09 -3.61
O 0.97 2.34 -3.33
O 1.82 4.59 -1.77
H 1.25 4.97 -3.64
H 3.07 5.05 -3.48
H 3.01 2.46 -3.04
H 2.35 3.01 -4.70
H 1.12 1.35 -3.54
H 2.11 3.73 -1.35
C -6.09 -1.13 2.57
C -4.89 -0.37 3.15
O -5.41 0.86 3.76
O -6.70 -0.32 1.59
H -6.76 -1.52 3.32
H -5.58 -1.94 1.97
H -4.17 -0.10 2.36
H -4.35 -1.03 3.87
H -4.62 1.31 4.19
H -7.19 0.39 2.01
C -4.45 -1.25 -2.25
C -4.87 -2.09 -1.05
O -4.16 -1.78 0.12
O -4.83 0.13 -2.13
H -5.03 -1.61 -3.11
H -3.37 -1.35 -2.46
H -4.72 -3.16 -1.35
H -5.89 -1.87 -0.79
H -3.18 -1.71 0.05
H -4.75 0.33 -1.20
C 3.63 2.22 1.93
C 2.31 2.42 1.08
O 2.67 2.43 -0.33
O 4.64 3.11 1.60
H 3.94 1.16 1.71
H 3.33 2.28 2.99
H 2.02 3.41 1.34
H 1.66 1.61 1.47
H 2.66 1.56 -0.75
H 4.28 4.03 1.64
```

The calculation puts the relative energy (zero: lowest compared OMol25 entry of this formula, charge and spin) at 23.6 kJ/mol. The energy comes out at -137850.1475 eV. The calculation puts the LUMO energy at 0.159 eV. Its highest occupied orbital energy is -9.4 eV. The value obtained for the HOMO-LUMO gap is 9.53 eV.

Results of the Löwdin charge analysis, in e, for atoms 1 through 99:
1. C -0.20
2. C -0.28
3. O -0.05
4. O -0.11
5. H 0.12
6. H 0.13
7. H 0.09
8. H 0.13
9. H 0.12
10. H 0.06
11. C -0.19
12. C -0.21
13. O -0.06
14. O -0.09
15. H 0.10
16. H 0.14
17. H 0.13
18. H 0.14
19. H 0.04
20. H 0.03
21. C -0.18
22. C -0.20
23. O -0.11
24. O -0.12
25. H 0.13
26. H 0.11
27. H 0.12
28. H 0.14
29. H 0.09
30. H 0.06
31. C -0.28
32. C -0.19
33. O -0.13
34. O -0.09
35. H 0.12
36. H 0.10
37. H 0.13
38. H 0.13
39. H 0.08
40. H 0.07
41. C -0.22
42. C -0.19
43. O -0.13
44. O -0.08
45. H 0.13
46. H 0.13
47. H 0.15
48. H 0.13
49. H 0.10
50. H 0.01
51. C -0.19
52. C -0.28
53. O -0.07
54. O -0.13
55. H 0.16
56. H 0.11
57. H 0.12
58. H 0.12
59. H 0.07
60. H 0.06
61. C -0.23
62. C -0.23
63. O -0.05
64. O -0.11
65. H 0.12
66. H 0.11
67. H 0.10
68. H 0.13
69. H 0.06
70. H 0.08
71. C -0.26
72. C -0.29
73. O -0.01
74. O -0.08
75. H 0.13
76. H 0.14
77. H 0.13
78. H 0.09
79. H 0.02
80. H 0.04
81. C -0.22
82. C -0.15
83. O -0.12
84. O -0.07
85. H 0.11
86. H 0.11
87. H 0.12
88. H 0.11
89. H 0.06
90. H 0.07
91. C -0.22
92. C -0.27
93. O -0.07
94. O -0.09
95. H 0.13
96. H 0.13
97. H 0.15
98. H 0.10
99. H 0.07